{
  "formula": "C42H105F4HgN9O22S4",
  "method": "the ωB97M-V functional and the def2-TZVPD basis",
  "species": ["Hg", "N", "S", "O", "O", "F", "S", "O", "O", "F", "N", "S", "O", "O", "F", "S", "O", "O", "F", "C", "O", "C", "C", "N", "C", "C", "O", "C", "H", "H", "H", "H", "H", "H", "H", "H", "H", "H", "H", "H", "H", "H", "H", "C", "O", "C", "C", "N", "C", "C", "O", "C", "H", "H", "H", "H", "H", "H", "H", "H", "H", "H", "H", "H", "H", "H", "H", "C", "O", "C", "C", "N", "C", "C", "O", "C", "H", "H", "H", "H", "H", "H", "H", "H", "H", "H", "H", "H", "H", "H", "H", "C", "O", "C", "C", "N", "C", "C", "O", "C", "H", "H", "H", "H", "H", "H", "H", "H", "H", "H", "H", "H", "H", "H", "H", "C", "O", "C", "C", "N", "C", "C", "O", "C", "H", "H", "H", "H", "H", "H", "H", "H", "H", "H", "H", "H", "H", "H", "H", "C", "O", "C", "C", "N", "C", "C", "O", "C", "H", "H", "H", "H", "H", "H", "H", "H", "H", "H", "H", "H", "H", "H", "H", "C", "O", "C", "C", "N", "C", "C", "O", "C", "H", "H", "H", "H", "H", "H", "H", "H", "H", "H", "H", "H", "H", "H", "H"],
  "positions_angstrom": [[4.6494, -2.6346, -3.5194], [2.0855, 0.2668, -1.3741], [2.1471, 1.7777, -1.0915], [2.5809, 2.0690, 0.2834], [1.2661, 2.6933, -1.8494], [3.5188, 1.9587, -1.8810], [0.4597, 0.1804, -0.6506], [-0.6361, 0.1865, -1.6068], [0.1717, 0.7086, 0.6838], [0.5419, -1.4025, -0.3868], [5.2135, -1.8464, -7.9766], [5.0681, -0.2765, -8.6909], [4.1053, -0.2008, -9.7891], [6.2378, 0.5896, -8.7236], [4.2328, 0.3573, -7.4741], [5.4532, -2.5072, -9.3314], [6.4763, -1.9830, -10.2715], [4.3691, -3.2539, -9.9149], [6.2805, -3.7465, -8.7194], [4.4018, -4.1572, 0.5594], [4.9186, -4.7258, -0.6857], [5.2537, -6.1409, -0.4291], [5.8691, -6.6420, -1.7809], [5.0824, -6.3322, -2.9600], [3.7712, -7.0454, -2.7885], [2.8400, -6.6825, -3.8792], [2.5316, -5.2936, -3.6881], [1.5408, -4.8690, -4.6178], [4.2360, -3.0814, 0.5035], [5.1017, -4.3220, 1.3786], [3.4339, -4.6267, 0.7354], [4.4126, -6.7270, -0.0587], [5.9709, -6.1753, 0.3909], [6.0880, -7.7070, -1.7036], [6.8674, -6.2368, -1.9464], [5.6433, -6.8258, -3.6396], [3.3291, -6.8883, -1.8046], [3.9661, -8.1092, -2.9244], [1.9098, -7.2495, -3.8417], [3.3377, -6.9467, -4.8123], [0.6125, -4.8045, -4.0501], [1.4053, -5.4963, -5.4989], [1.7008, -3.8418, -4.9453], [-5.2075, -4.5554, 6.7261], [-4.3376, -3.8250, 7.4858], [-3.2775, -3.2753, 6.7475], [-2.2886, -2.5427, 7.7136], [-1.2503, -3.2703, 8.3932], [-1.6832, -4.4492, 9.1753], [-0.5114, -5.2301, 9.7973], [0.2592, -4.4511, 10.6966], [1.2946, -5.1840, 11.3506], [-5.8143, -5.1351, 7.4216], [-4.8075, -5.2110, 5.9526], [-5.8247, -3.8151, 6.2170], [-3.6143, -2.4840, 6.0778], [-2.6961, -4.0007, 6.1784], [-2.8458, -1.9128, 8.4071], [-1.7013, -1.7963, 7.1787], [-0.7928, -2.5581, 8.9441], [-2.3724, -5.1059, 8.6442], [-2.2971, -4.0209, 9.9676], [0.1261, -5.5928, 8.9910], [-0.8664, -6.1270, 10.3048], [1.8226, -4.4334, 11.9387], [1.9679, -5.6749, 10.6479], [0.8703, -5.9099, 12.0442], [-8.0573, -5.6004, -1.3603], [-7.5931, -6.9499, -1.4640], [-6.1462, -6.9539, -1.5830], [-5.6796, -8.2838, -2.1999], [-5.3434, -9.3239, -1.2115], [-5.2784, -10.5287, -2.0010], [-6.6218, -11.2697, -1.9359], [-7.0329, -11.4928, -0.5987], [-8.1978, -12.2478, -0.4580], [-7.5595, -5.0509, -0.5613], [-9.1099, -5.6649, -1.0845], [-7.9648, -4.9635, -2.2400], [-5.6897, -6.7996, -0.6052], [-5.7594, -6.1419, -2.1987], [-4.8580, -8.2568, -2.9156], [-6.5600, -8.6303, -2.7411], [-6.1264, -9.4137, -0.5800], [-4.5849, -11.0862, -1.3714], [-4.8326, -10.4131, -2.9889], [-6.4769, -12.2575, -2.3732], [-7.3911, -10.7593, -2.5153], [-8.0399, -13.2281, -0.9077], [-9.0196, -11.8174, -1.0301], [-8.3887, -12.2554, 0.6151], [-2.9902, 7.7002, 12.0548], [-2.6273, 7.4355, 10.7333], [-2.7717, 6.1151, 10.4112], [-2.7558, 6.0640, 8.8750], [-1.3735, 6.2927, 8.5089], [-1.2390, 6.1201, 7.0447], [-1.8591, 7.2988, 6.2485], [-1.0724, 8.4959, 6.3636], [-1.4265, 9.3211, 7.4028], [-4.0763, 7.7923, 12.0649], [-2.5364, 8.6674, 12.2709], [-2.5556, 7.0484, 12.8126], [-3.6691, 5.6032, 10.7586], [-1.9463, 5.6012, 10.9038], [-3.4142, 6.8397, 8.4839], [-3.1220, 5.0817, 8.5768], [-1.0194, 7.1898, 8.8089], [-1.6204, 5.1355, 6.7739], [-0.1573, 6.1388, 6.9115], [-2.9271, 7.3840, 6.4495], [-1.7931, 7.1560, 5.1699], [-0.6898, 10.1240, 7.3762], [-1.4274, 8.8469, 8.3842], [-2.4459, 9.6350, 7.1782], [2.4502, 5.9482, -7.4811], [1.6435, 5.7737, -8.6463], [0.4041, 6.4332, -8.5563], [-0.6845, 5.3731, -8.2237], [-0.6983, 4.1168, -8.9636], [-1.8157, 3.2125, -8.5880], [-1.9559, 1.9922, -9.5280], [-2.8394, 1.0211, -8.9416], [-2.7386, -0.2410, -9.6497], [1.9343, 5.6743, -6.5608], [2.8280, 6.9562, -7.3093], [3.3155, 5.3109, -7.6633], [0.2098, 6.9491, -9.4966], [0.3983, 7.2633, -7.8498], [-1.6614, 5.8536, -8.2777], [-0.5064, 5.2764, -7.1527], [0.1763, 3.6627, -8.7422], [-2.7708, 3.7377, -8.5844], [-1.5484, 2.8037, -7.6136], [-0.9711, 1.5666, -9.7207], [-2.3023, 2.2779, -10.5213], [-3.1576, -1.0476, -9.0481], [-1.7009, -0.5508, -9.7734], [-3.3410, -0.0790, -10.5435], [15.1375, -0.2796, 3.7852], [13.7932, -0.6714, 3.3425], [12.7911, -0.6133, 4.3252], [11.4885, -0.9220, 3.5933], [11.1894, 0.1771, 2.6133], [10.4811, 1.3122, 3.2221], [10.3717, 2.4904, 2.2298], [11.5824, 3.2458, 2.2588], [11.4495, 4.4175, 1.5344], [15.5680, -1.1530, 4.2750], [15.1659, 0.5431, 4.4997], [15.8060, 0.0016, 2.9715], [12.6131, 0.3916, 4.7082], [13.0074, -1.2749, 5.1640], [10.6102, -1.0122, 4.2325], [11.4729, -1.8954, 3.1030], [12.0345, 0.6078, 2.2661], [10.9274, 1.6472, 4.1585], [9.4412, 1.0557, 3.4241], [9.5169, 3.0573, 2.5988], [10.1334, 2.1338, 1.2278], [11.3310, 4.2714, 0.4608], [12.4422, 4.8592, 1.6216], [10.7228, 5.1116, 1.9567], [-9.0631, 9.7213, -7.4584], [-8.1414, 9.3703, -6.4484], [-8.4817, 8.1551, -5.7321], [-7.6598, 7.9335, -4.3907], [-6.2429, 8.0787, -4.5818], [-5.5683, 7.7034, -3.3147], [-5.5815, 6.2474, -2.9041], [-6.7206, 5.8569, -2.1090], [-6.7095, 4.5487, -1.5481], [-10.0950, 9.7433, -7.1082], [-8.8330, 9.0497, -8.2856], [-8.7814, 10.7065, -7.8300], [-8.3393, 7.4065, -6.5115], [-9.5438, 8.2288, -5.4984], [-7.8950, 6.9064, -4.1119], [-8.0070, 8.5375, -3.5524], [-6.1207, 9.0618, -4.7782], [-5.8978, 8.4484, -2.5904], [-4.5401, 8.0266, -3.4769], [-4.6395, 6.0144, -2.4075], [-5.5082, 5.6805, -3.8322], [-5.8252, 4.3366, -0.9472], [-6.8083, 3.8609, -2.3879], [-7.5125, 4.4441, -0.8185]],
  "lowdin_charge": [0.812, -0.182, 0.441, -0.246, -0.254, -0.203, 0.605, -0.266, -0.255, -0.211, -0.203, 0.591, -0.272, -0.251, -0.207, 0.445, -0.255, -0.236, -0.218, -0.082, -0.279, -0.181, -0.214, -0.020, -0.188, -0.231, -0.260, -0.113, 0.083, 0.083, 0.088, 0.108, 0.115, 0.117, 0.120, 0.114, 0.120, 0.129, 0.130, 0.129, 0.090, 0.092, 0.069, -0.145, -0.193, -0.210, -0.221, -0.077, -0.178, -0.230, -0.199, -0.104, 0.093, 0.089, 0.088, 0.118, 0.124, 0.112, 0.112, 0.107, 0.115, 0.115, 0.116, 0.114, 0.087, 0.085, 0.082, -0.122, -0.187, -0.199, -0.208, -0.063, -0.221, -0.219, -0.202, -0.112, 0.081, 0.085, 0.083, 0.120, 0.112, 0.114, 0.106, 0.098, 0.112, 0.122, 0.117, 0.119, 0.084, 0.086, 0.096, -0.109, -0.193, -0.267, -0.201, -0.055, -0.171, -0.191, -0.182, -0.129, 0.095, 0.089, 0.091, 0.118, 0.126, 0.113, 0.123, 0.083, 0.115, 0.115, 0.109, 0.120, 0.099, 0.066, 0.094, -0.089, -0.176, -0.213, -0.190, 0.005, -0.157, -0.221, -0.200, -0.085, 0.088, 0.087, 0.094, 0.121, 0.122, 0.121, 0.120, 0.119, 0.125, 0.129, 0.112, 0.120, 0.082, 0.084, 0.089, -0.066, -0.194, -0.246, -0.182, -0.054, -0.219, -0.215, -0.184, -0.145, 0.079, 0.081, 0.081, 0.108, 0.121, 0.111, 0.106, 0.091, 0.110, 0.111, 0.115, 0.125, 0.089, 0.088, 0.090, -0.123, -0.232, -0.164, -0.210, -0.074, -0.207, -0.204, -0.208, -0.103, 0.085, 0.085, 0.084, 0.115, 0.105, 0.108, 0.116, 0.104, 0.116, 0.114, 0.117, 0.123, 0.082, 0.087, 0.084],
  "total_energy_ev": -162071.547,
  "homo_ev": -8.4,
  "lumo_ev": -7.6,
  "total_charge": 0
}